Entry 1:
Formula: C26H42N2O10
Source: OMol25
Level of theory: ωB97M-V/def2-TZVPD

Structure (XYZ):
```
80
Properties=species:S:1:pos:R:3
O -0.2137 0.0514 -4.4925
C 1.0217 0.0746 -4.4207
O 1.7990 1.0971 -3.9836
C 3.1449 0.6492 -3.8163
C 3.1605 -0.8917 -3.9640
C 1.8396 -1.1600 -4.7102
H 3.3956 0.8489 -2.7745
H 3.7998 1.1815 -4.5060
H 3.0944 -1.3649 -2.9843
H 4.0652 -1.2696 -4.4402
H 1.3627 -2.0920 -4.4067
H 1.8503 -1.1727 -5.8001
O 2.4039 -3.3678 -1.4105
C 2.7762 -3.4096 -0.1635
O 2.9808 -2.3531 0.7301
C 2.8332 -2.7376 2.1036
C 3.2120 -4.2038 2.0594
C 2.7417 -4.6925 0.6598
H 1.7774 -2.5352 2.2839
H 3.5590 -2.1840 2.6994
H 2.6971 -4.8279 2.7898
H 4.2659 -4.3121 2.3156
H 1.7436 -5.1165 0.5504
H 3.5142 -5.4093 0.3815
O -4.4675 -0.5155 2.3020
C -3.5664 -0.8817 3.0650
O -3.9169 -1.2913 4.3296
C -2.8106 -1.7793 5.0104
C -1.5596 -1.0530 4.3390
C -2.0121 -0.8460 2.9088
H -2.7537 -2.8663 4.9534
H -2.7318 -1.5990 6.0825
H -0.6497 -1.6212 4.5323
H -1.3103 -0.0522 4.6916
H -1.7683 -1.7887 2.4189
H -1.6238 0.0479 2.4207
O -2.3118 4.5523 0.0158
C -2.1611 3.9937 -1.1114
O -3.0712 3.1354 -1.7160
C -2.4046 2.2860 -2.6869
C -1.0525 2.9138 -3.0146
C -0.7700 3.8024 -1.7863
H -3.0239 2.2545 -3.5833
H -2.3845 1.2562 -2.3301
H -0.9876 3.3374 -4.0169
H -0.1769 2.2698 -3.0958
H -0.3018 4.7390 -2.0893
H -0.1022 3.3471 -1.0550
C -2.1130 3.1552 2.9445
O -1.9843 2.3615 1.7960
H -1.2271 3.7660 3.1186
H -2.9922 3.7991 2.9224
H -2.2747 2.4661 3.7733
H -2.0994 3.0413 1.1280
C -0.2603 0.0751 -0.6558
O 1.1217 0.0605 -0.9764
H -0.6585 1.0097 -0.2607
H -0.8740 -0.0303 -1.5504
H -0.4740 -0.6252 0.1517
H 1.4451 -0.8332 -1.1119
N 2.1878 3.1434 0.2471
C 2.7943 4.2838 -0.2668
C 1.9899 5.3123 0.1514
C 1.0887 4.8776 1.0503
C 1.1236 3.4808 1.0789
H 2.4428 2.1886 0.0387
H 3.6906 4.1882 -0.8617
H 2.2207 6.3023 -0.2134
H 0.3786 5.5010 1.5733
H 0.5970 2.7001 1.6076
N -2.6015 -2.6747 -0.7356
C -1.2941 -3.0624 -0.8156
C -1.1106 -4.1543 -0.0114
C -2.1732 -4.1811 0.9820
C -3.0741 -3.2095 0.3979
H -3.0744 -1.9122 -1.1992
H -0.7696 -2.5259 -1.5924
H -0.4478 -4.9586 -0.2945
H -2.3730 -4.9829 1.6774
H -4.1107 -3.0058 0.6221
```

Calculated values
Electronic energy   -1877.6934 Ha
SMILES   c1cc[nH]c1.c1cc[nH]c1.O=C1CCCO1.O=C1CCCO1.O=C1CCCO1.O=C1CCCO1.CO.CO
Charge   0
LUMO level   0.35 eV

---

Entry 2:
Formula: C26H42N3Os
Source: OMol25
Level of theory: ωB97M-V/def2-TZVPD

Structure (XYZ):
```
72
Properties=species:S:1:pos:R:3
C 1.3421 -1.9213 -0.1115
C 1.8559 -1.2235 -1.2399
C 0.9579 -1.4127 -2.3382
C -0.1235 -2.2328 -1.8750
C 0.1062 -2.5290 -0.4898
Os -0.0945 -0.5104 -0.7951
C -2.6525 1.1863 -1.7874
C -2.1617 0.7099 -0.6224
H -1.7855 1.4088 0.1796
C -2.0829 -0.7704 -0.3575
H -2.7761 -1.2177 -1.0800
H -2.2267 -0.8777 0.7085
C -2.9068 2.7650 -1.8913
H -2.2686 3.4078 -1.2032
H -2.7165 3.2553 -2.9107
H -3.9761 2.7721 -1.6341
C -2.5533 0.4561 -3.1736
H -1.6287 -0.2191 -3.3217
H -3.5116 -0.0919 -3.1654
H -2.4468 1.1400 -4.0972
C 3.1917 -0.5360 -1.2881
H 3.3445 0.0370 -0.3682
H 4.0065 -1.2663 -1.3696
H 3.2427 0.1401 -2.1384
C 1.1976 -0.9657 -3.7558
H 1.7293 -0.0159 -3.7624
H 1.8094 -1.7070 -4.2856
H 0.2560 -0.8509 -4.2911
C -1.2037 -2.8518 -2.7209
H -1.1849 -2.4367 -3.7289
H -1.0610 -3.9392 -2.7841
H -2.1824 -2.6676 -2.2758
C -0.6916 -3.4790 0.3653
H -1.6725 -3.6563 -0.0799
H -0.1742 -4.4422 0.4755
H -0.8248 -3.0462 1.3615
C 2.0421 -2.1063 1.2090
H 1.3228 -1.9528 2.0248
H 2.4762 -3.1177 1.2946
H 2.8462 -1.3672 1.3056
C 1.6249 2.2639 -1.9615
C 0.3336 2.2244 -2.4598
C 2.8136 2.7594 -2.3755
C 0.0441 2.6069 -3.7581
H -0.8105 1.6039 -1.6261
C 2.5071 3.1729 -3.8269
H 3.5334 2.6341 -1.5155
C 1.2900 3.0948 -4.4171
H -0.8785 2.6267 -4.3556
H 3.4544 3.5304 -4.2047
H 1.1995 3.4745 -5.5506
C 0.3929 2.5185 3.3292
N 0.1654 1.3877 4.2132
C -0.1312 1.7257 5.5937
C -0.1972 0.1832 3.6628
N -0.4271 0.0190 2.3787
N -0.3432 -0.8832 4.5062
C 0.3918 -1.0355 5.7435
C -0.8965 -2.0992 3.9490
H 0.6539 3.3861 3.9411
H -0.5072 2.7505 2.7364
H 1.2146 2.2887 2.6386
H -1.0168 1.1885 5.9746
H 0.7360 1.5228 6.2476
H -0.3323 2.8047 5.6323
H -0.2579 0.8999 1.8873
H -0.2458 -0.8037 6.6142
H 0.7034 -2.0873 5.8338
H 1.2942 -0.4058 5.7696
H -1.5837 -1.8236 3.1460
H -0.1121 -2.7536 3.5372
H -1.4326 -2.6425 4.7352
```

Calculated values
2S+1   5
Electronic energy   -1270.1902 Ha
Energy relative to the best compared isomer or geometry (same formula, charge and spin)   288.3 kJ/mol
Charge   +1
LUMO level (alpha / beta)   -3.55 / -4.28 eV

---

Entry 3:
Formula: C26H43AsIN8O3S2V
Source: OMol25
Level of theory: ωB97M-V/def2-TZVPD

Structure (XYZ):
```
85
Properties=species:S:1:pos:R:3
V -0.3670 0.4836 0.4446
C 0.3100 0.0460 3.6923
C 1.1644 -0.9271 2.9114
N 1.0925 -0.6900 1.4254
C 2.4213 -0.4812 0.7971
C 2.1879 -0.7392 -0.6653
N 1.0056 0.0574 -1.0720
C 0.5627 -0.3413 -2.4300
C -0.7831 0.2602 -2.7569
C -1.9157 -0.4395 -2.0294
N -1.6801 -0.5827 -0.5629
C -2.9141 -0.9784 0.1799
C -2.8396 -0.3798 1.5695
N -1.4071 -0.4217 1.9330
C -1.1700 -0.0955 3.3646
H 0.6841 1.0468 3.4891
H 0.4546 -0.1263 4.7589
H 0.8502 -1.9581 3.0816
H 2.2081 -0.8338 3.2064
H 0.7391 -1.5699 1.0310
H 2.7326 0.5477 0.9821
H 3.1501 -1.1731 1.2225
H 1.9462 -1.7906 -0.8349
H 3.0467 -0.4761 -1.2849
H 1.3732 1.0548 -1.0791
H 0.5192 -1.4314 -2.4506
H 1.3320 -0.0205 -3.1363
H -0.9692 0.1823 -3.8285
H -0.7733 1.3295 -2.5253
H -2.0392 -1.4566 -2.4154
H -2.8537 0.0926 -2.1651
H -1.0006 -1.5674 -0.5023
H -2.9352 -2.0704 0.2173
H -3.7901 -0.6254 -0.3563
H -3.4133 -0.9713 2.2865
H -3.1943 0.6523 1.5693
H -1.1439 -1.4693 1.8087
H -1.5989 -0.9252 3.9331
H -1.7399 0.8016 3.6182
N -6.0213 1.1367 -0.5013
C -4.9288 1.6997 -1.0529
N -3.8183 1.9208 -0.3910
C -2.8934 2.4916 -1.2317
C -3.2715 2.6833 -2.5219
S -4.8883 2.1430 -2.7324
C -1.6493 3.0030 -0.6550
C -1.1548 4.2168 -0.9540
S 0.0319 4.7391 0.1757
C -0.1334 3.2804 1.0125
N -0.9805 2.3860 0.4556
N 0.4882 2.9984 2.1787
H -6.8883 1.1005 -1.0119
H -6.0932 1.1233 0.5030
H -2.7114 3.0986 -3.3423
H -1.5420 4.9038 -1.6878
H 1.1806 3.6588 2.5055
H -0.1150 2.6614 2.9173
C 5.0436 2.1146 -1.0801
As 3.5085 3.2456 -0.9223
C 3.9211 4.5613 0.4046
C 3.2421 4.1099 -2.6047
O 2.1298 2.3729 -0.4854
H 5.8816 2.7081 -1.4441
H 4.8433 1.3181 -1.7954
H 5.3028 1.6962 -0.1085
H 4.8979 4.9926 0.1882
H 3.9605 4.0784 1.3806
H 3.1783 5.3569 0.3977
H 4.1159 4.7064 -2.8623
H 2.3664 4.7544 -2.5469
H 3.0889 3.3466 -3.3670
I 0.8250 -9.5718 -0.0932
C 0.4144 -7.5517 0.0988
C 0.2673 -6.7652 -1.0429
C -0.0011 -5.4168 -0.9129
C -0.1390 -4.8485 0.3560
C -0.0038 -5.6458 1.4947
C 0.2801 -6.9914 1.3682
C -0.4361 -3.4207 0.4977
O -0.3494 -2.6573 -0.5431
O -0.6958 -2.9201 1.6230
H 0.3590 -7.2105 -2.0231
H -0.1210 -4.8023 -1.7939
H -0.1332 -5.2089 2.4750
H 0.3893 -7.6094 2.2478
```

Calculated values
2S+1   2
Electronic energy   -5953.3149 Ha
Energy relative to the best compared isomer or geometry (same formula, charge and spin)   192.6 kJ/mol
Charge   +3
LUMO level (alpha / beta)   -10.72 / -9.92 eV

---

Entry 4:
Formula: C26H43B3BrNO41S9
Source: OMol25
Level of theory: ωB97M-V/def2-TZVPD

Structure (XYZ):
```
124
Properties=species:S:1:pos:R:3
O -5.8533 -2.0749 1.6023
C -4.7265 -2.3503 1.1050
N -3.5958 -2.2201 0.4346
B -2.7480 -3.3705 0.8828
O -1.8042 -4.0962 0.0178
B -0.5070 -3.8151 0.6479
Br 0.9273 -3.2143 -0.6483
O -0.2541 -3.9226 2.0668
B -1.4346 -3.6455 2.8607
C -1.4245 -3.1626 4.4314
O -0.2178 -2.4527 4.8185
C -0.0757 -1.2140 4.1061
C 1.4067 -0.8703 3.6296
C 1.6240 0.4500 2.8048
C 0.4432 1.4431 2.4622
C -1.0208 1.1173 2.9716
C -1.2373 -0.2114 3.7762
O -2.7735 -3.8286 2.2777
H -2.3922 -2.5468 4.5816
H -1.5189 -4.1046 5.0995
H 2.2938 -1.5602 3.8419
H 2.6758 0.7260 2.4531
H 0.6542 2.4076 1.8555
H -1.8965 1.8352 2.7693
H -2.2913 -0.4916 4.1613
C 3.9830 1.2123 -1.6347
C 4.8186 0.0553 -1.1079
O 5.7504 0.6525 -0.2046
S 5.0558 1.9398 0.4988
O 4.5515 1.5355 1.7789
O 5.9189 3.0740 0.3234
O 3.7982 2.0840 -0.5179
H 4.5184 1.7641 -2.4127
H 3.0189 0.8813 -2.0237
H 5.3403 -0.4771 -1.9036
H 4.2034 -0.6502 -0.5412
C 5.3698 6.7857 0.6284
C 5.0491 6.3513 -0.7931
O 3.8017 6.9755 -1.1001
S 3.7156 8.3972 -0.3192
O 4.1023 9.4348 -1.2319
O 2.4909 8.4310 0.4250
O 4.9430 8.1468 0.7128
H 4.7988 6.2037 1.3574
H 6.4339 6.7046 0.8543
H 4.9721 5.2678 -0.8889
H 5.7968 6.7261 -1.4986
C 1.6412 -6.7626 -3.5804
C 0.6065 -6.5739 -4.6788
O 0.9707 -5.3524 -5.3238
S 2.5851 -5.1836 -5.2670
O 3.1280 -5.6395 -6.5159
O 2.8864 -3.8976 -4.7097
O 2.8782 -6.3164 -4.1437
H 1.4162 -6.1349 -2.7146
H 1.7208 -7.8000 -3.2638
H -0.4096 -6.5154 -4.2879
H 0.6652 -7.3776 -5.4188
C -0.4499 5.5119 2.4082
C -0.4674 6.5943 3.4772
O -1.8171 6.6366 3.9402
S -2.4561 5.1462 3.8484
O -2.3600 4.5361 5.1436
O -3.6832 5.2242 3.1129
O -1.3191 4.4871 2.8920
H -0.8554 5.8841 1.4629
H 0.5521 5.1137 2.2408
H -0.1625 7.5669 3.0894
H 0.1716 6.3239 4.3233
C -0.1833 2.0695 8.9654
C -1.3306 1.7344 8.0231
O -0.7490 0.9205 7.0060
S 0.4589 0.0467 7.6516
O -0.0493 -1.2567 7.9676
O 1.6380 0.2538 6.8648
O 0.6067 0.8826 9.0371
H 0.4409 2.8702 8.5581
H -0.5349 2.3537 9.9585
H -1.7869 2.6251 7.5894
H -2.0986 1.1431 8.5312
C -8.1537 1.5047 4.3764
C -9.2909 1.1765 3.4193
O -8.7032 0.3520 2.4136
S -7.5132 -0.5303 3.0809
O -8.0376 -1.8270 3.3956
O -6.3195 -0.3399 2.3084
O -7.3766 0.3102 4.4645
H -7.5158 2.2973 3.9745
H -8.5163 1.7968 5.3631
H -9.7321 2.0696 2.9755
H -10.0718 0.5953 3.9190
C -1.3058 -10.5417 -0.5528
C -2.3409 -10.3544 -1.6523
O -1.9776 -9.1344 -2.2987
S -0.3642 -8.9656 -2.2420
O 0.1791 -9.4230 -3.4891
O -0.0637 -7.6798 -1.6858
O -0.0711 -10.0968 -1.1164
H -1.5312 -9.9126 0.3131
H -1.2263 -11.5820 -0.2339
H -3.3571 -10.2956 -1.2615
H -2.2818 -11.1590 -2.3914
C 2.3086 7.9514 -3.5864
C 2.2997 9.4452 -3.8777
O 2.5479 9.5507 -5.2800
S 1.9052 8.2613 -6.0300
O 0.6206 8.6353 -6.5465
O 2.9216 7.6539 -6.8372
O 1.6728 7.3426 -4.7109
H 3.3304 7.5678 -3.5240
H 1.7732 7.7068 -2.6677
H 3.0584 9.9838 -3.3105
H 1.3166 9.8810 -3.6748
C 0.7758 -3.8736 -8.8727
C 1.3287 -5.1923 -9.3921
O 0.1783 -5.9797 -9.7018
S -1.0190 -4.9977 -10.1925
O -1.0299 -4.9833 -11.6268
O -2.1853 -5.2793 -9.4085
O -0.3724 -3.6002 -9.6769
H 0.4490 -3.9649 -7.8327
H 1.5002 -3.0619 -8.9549
H 1.9561 -5.6983 -8.6579
H 1.8966 -5.0456 -10.3160
```

Calculated values
Electronic energy   -10388.2185 Ha
SMILES   O=C=NB1OB(Br)OB(COc2ccccc2)O1.O=S1(=O)OCCO1.O=S1(=O)OCCO1.O=S1(=O)OCCO1.O=S1(=O)OCCO1.O=S1(=O)OCCO1.O=S1(=O)OCCO1.O=S1(=O)OCCO1.O=S1(=O)OCCO1.O=S1(=O)OCCO1
Charge   0
LUMO level   -0.04 eV

---

Entry 5:
Formula: C26H43BF2O9
Source: OMol25
Level of theory: ωB97M-V/def2-TZVPD

Structure (XYZ):
```
81
Properties=species:S:1:pos:R:3
C -0.2915 3.9289 2.5840
C -0.4344 3.1462 1.3908
C -1.7885 2.6233 0.7446
C -1.3594 1.9597 -0.6459
C -0.4959 0.6146 -0.5329
C 0.6396 0.4890 -1.6952
C 1.8248 -0.4297 -1.0890
C 3.0258 0.4508 -0.4342
C 2.7329 0.6901 1.1236
C 4.0647 0.6685 2.0507
C 3.6009 1.3242 3.4642
C 4.7024 0.9641 4.5740
C -2.6626 3.9446 0.3706
C -3.4740 4.1623 1.7398
O -4.1320 5.1334 2.1311
O -3.2661 2.9831 2.5460
C -2.8566 1.8445 1.7002
C -3.9646 1.1492 0.7905
C -5.0799 0.3149 1.5719
C -4.6656 -1.2366 1.8400
C -5.6327 0.9883 2.9118
B -2.0734 0.9197 2.8273
C -1.3558 -0.5013 2.4983
O -2.0278 1.3353 4.2251
H -0.6432 5.0141 2.6766
H 0.1983 3.4324 3.4981
H 0.5316 2.9107 0.8132
H -0.6966 2.7280 -1.1919
H -2.2408 1.7556 -1.3478
H 0.0744 0.6349 0.4489
H -1.2156 -0.2760 -0.5487
H 0.1500 -0.0313 -2.5901
H 0.9708 1.5570 -1.9357
H 2.2307 -1.0435 -1.9517
H 1.3486 -1.0740 -0.2769
H 3.0363 1.4709 -0.9674
H 3.9901 -0.1355 -0.5649
H 2.3069 1.7445 1.2328
H 1.9707 -0.0616 1.5367
H 4.8434 1.2998 1.5163
H 4.3467 -0.4224 2.1938
H 3.4338 2.4488 3.3343
H 2.5922 0.8480 3.7499
H 4.1647 0.7235 5.5472
H 5.2707 0.0311 4.2137
H 5.4095 1.8380 4.7418
H -3.4477 3.7277 -0.4344
H -2.0160 4.8518 0.1447
H -4.5095 1.9603 0.1811
H -3.5251 0.4373 -0.0018
H -5.9833 0.2417 0.8577
H -5.6626 -1.7895 1.9805
H -4.1625 -1.2702 2.8737
H -4.0247 -1.6728 1.0116
H -4.9034 0.8102 3.7649
H -6.7027 0.6643 3.1277
H -5.6737 2.1209 2.7292
H -0.2102 -0.4074 2.4565
H -1.7087 -0.8923 1.4763
H -1.5832 -1.3242 3.2502
H -1.3375 2.0146 4.3552
C 4.6449 -4.5434 -4.2758
C 4.4140 -3.1602 -4.7961
O 3.5572 -2.5892 -3.8259
C 3.8643 -3.2187 -2.6564
O 3.5404 -2.8204 -1.5779
O 4.5895 -4.3510 -2.8681
F 3.7631 -3.1889 -5.9828
H 3.8610 -5.2433 -4.5782
H 5.6116 -4.9469 -4.5794
H 5.3210 -2.5555 -4.8861
C 0.0078 -3.2361 -4.0779
C -1.3434 -3.2104 -4.7187
O -1.0841 -3.6618 -6.0330
C -0.0028 -4.4856 -5.9294
O 0.3387 -5.2549 -6.7755
O 0.6370 -4.3276 -4.7362
F -1.8283 -1.9468 -4.7835
H 0.5796 -2.3223 -4.2629
H -0.0447 -3.4048 -3.0013
H -2.0798 -3.8650 -4.2436
```

Calculated values
Electronic energy   -1918.0522 Ha
SMILES   C=C[C@]1(CCCCCCCCC)CC(=O)O[C@]1(CC(C)C)B(C)O.O=C1OC[C@@H](F)O1.O=C1OC[C@@H](F)O1
Energy relative to the best compared isomer or geometry (same formula, charge and spin)   0.0 kJ/mol
Charge   0
LUMO level   -0.53 eV

---

| no. | maximum force (eV/Å) |
| --- | --- |
| 1 | 6.6 |
| 2 | 6.7 |
| 3 | 1.6 |
| 4 | 12.0 |
| 5 | 4.1 |